C13H32Cl2N2O8V as an isolated structure. Source: the OMol25 dataset; level of theory: ωB97M-V/def2-TZVPD.

## Properties
ΔE to the lowest compared entry with this formula, charge and spin = 0.000 eV
E_HOMO = 4.11 eV
Gap between HOMO and LUMO = 1.7 eV

```
! RIJCOSX wB97M-V def2-TZVPD def2/J DEFGRID3
* xyz -3 1
O 0.159 0.526 -0.393
V 1.139 -0.044 0.771
O 1.520 -1.641 0.535
O 1.943 3.382 4.027
C 0.792 3.313 3.215
C 0.140 1.888 2.903
O 0.948 0.712 2.867
H 1.133 3.767 2.284
H 0.107 4.054 3.627
H -0.572 1.943 2.080
H -0.641 1.752 3.651
O 3.967 3.382 1.176
C 4.429 2.074 1.504
C 4.194 0.881 0.462
O 3.002 0.993 -0.328
H 4.061 1.938 2.521
H 5.501 2.165 1.674
H 4.212 -0.041 1.044
H 5.076 0.743 -0.164
C -2.829 -1.370 0.130
C -2.347 -0.533 1.320
C -3.325 -0.356 2.467
O -3.860 -1.542 3.030
C -3.000 -2.582 3.557
N -1.074 -1.092 1.672
H -3.834 -1.088 -0.184
H -2.947 -2.430 0.358
H -2.112 -1.341 -0.690
H -2.181 0.473 0.936
H -4.178 0.267 2.198
H -2.757 0.171 3.234
H -3.645 -3.264 4.111
H -2.290 -2.149 4.261
H -2.563 -3.290 2.853
H -0.728 -0.682 2.527
H -1.114 -2.064 1.946
C 1.606 -0.283 -5.336
C 0.929 -0.909 -4.121
C 1.440 -2.237 -3.567
O 0.688 -2.688 -2.411
C -0.604 -3.154 -2.653
N 0.946 0.089 -3.110
H 1.675 -1.113 -6.039
H 2.649 -0.021 -5.157
H 1.098 0.606 -5.709
H -0.104 -1.170 -4.348
H 2.452 -2.118 -3.179
H 1.445 -2.886 -4.442
H -1.126 -3.099 -1.698
H -0.552 -4.225 -2.847
H -1.168 -2.797 -3.514
H 1.535 -0.320 -2.398
H 0.042 0.176 -2.668
C -1.708 3.429 -0.769
Cl -2.534 3.867 -2.317
Cl -2.830 3.207 0.563
H -1.176 2.506 -1.001
H -1.029 4.224 -0.461
*
```

In the Mulliken picture, each atom carries the following charge in e: number 1, O, carries -0.464; number 2, V, carries 1.108; number 3, O, carries -0.745; number 4, O, carries -0.982; number 5, C, carries -0.493; number 6, C, carries 0.444; number 7, O, carries -0.704; number 8, H, carries 0.118; number 9, H, carries 0.306; number 10, H, carries -0.291; number 11, H, carries 0.181; number 12, O, carries -0.993; number 13, C, carries -0.545; number 14, C, carries -0.488; number 15, O, carries -0.530; number 16, H, carries 0.140; number 17, H, carries 0.371; number 18, H, carries 0.127; number 19, H, carries 0.449; number 20, C, carries -1.306; number 21, C, carries 1.426; number 22, C, carries -0.896; number 23, O, carries -0.436; number 24, C, carries -0.712; number 25, N, carries -0.126; number 26, H, carries 0.456; number 27, H, carries 0.325; number 28, H, carries 0.009; number 29, H, carries -0.663; number 30, H, carries 0.357; number 31, H, carries 0.459; number 32, H, carries 0.276; number 33, H, carries 0.328; number 34, H, carries 0.232; number 35, H, carries 0.362; number 36, H, carries 0.005; number 37, C, carries -1.634; number 38, C, carries 0.664; number 39, C, carries -0.777; number 40, O, carries -0.138; number 41, C, carries -0.719; number 42, N, carries -0.545; number 43, H, carries 0.384; number 44, H, carries 0.307; number 45, H, carries 0.352; number 46, H, carries 0.216; number 47, H, carries 0.342; number 48, H, carries 0.403; number 49, H, carries 0.103; number 50, H, carries 0.311; number 51, H, carries 0.354; number 52, H, carries 0.172; number 53, H, carries 0.140; number 54, C, carries 0.539; number 55, Cl, carries -0.261; number 56, Cl, carries -0.175; number 57, H, carries -0.487; number 58, H, carries 0.343

C13H32Li3N14O12 as an isolated structure. Source: the OMol25 dataset; level of theory: ωB97M-V/def2-TZVPD.

## Properties
E_HOMO = -10.96 eV
Gap between HOMO and LUMO = 5.9 eV

```
! RIJCOSX wB97M-V def2-TZVPD def2/J DEFGRID3
* xyz 1 1
Li -1.192 1.362 -4.265
Li -1.577 0.942 3.077
Li -0.827 -2.225 -4.565
C 0.053 0.823 -0.599
C 0.304 -0.088 0.446
C 0.903 -1.445 0.240
O 1.045 -2.294 1.173
C 1.157 -1.879 -1.024
C 0.746 -1.151 -2.135
C 0.310 0.350 -1.910
O 0.194 1.056 -2.968
O 0.611 -1.651 -3.281
O -0.028 0.246 1.607
H -0.352 1.826 -0.652
H 1.513 -2.848 -1.344
C 3.558 -0.191 3.377
O 4.409 0.225 4.163
N 3.443 -1.547 3.227
N 2.943 0.568 2.443
H 2.836 -1.846 2.478
H 3.979 -2.196 3.766
H 1.992 0.356 2.188
H 3.243 1.530 2.491
C -2.661 -2.939 2.073
O -2.719 -2.864 0.845
N -3.546 -3.536 2.894
N -1.549 -2.529 2.763
H -3.387 -3.569 3.879
H -4.397 -3.884 2.482
H -1.554 -2.487 3.765
H -0.701 -2.213 2.305
C 1.970 0.433 -6.499
O 2.141 0.500 -7.705
N 2.246 1.430 -5.635
N 1.364 -0.622 -5.875
H 2.028 1.340 -4.658
H 2.616 2.327 -5.894
H 1.290 -0.834 -4.893
H 1.001 -1.318 -6.510
C 0.655 -5.914 1.378
O 0.911 -7.105 1.384
N 1.045 -5.083 0.349
N 0.096 -5.217 2.399
H 0.993 -4.079 0.467
H 1.528 -5.602 -0.362
H -0.335 -5.642 3.198
H 0.017 -4.218 2.334
C -4.275 0.150 -0.346
O -4.957 1.062 -0.784
N -2.924 0.177 -0.198
N -4.828 -1.084 -0.077
H -2.459 1.053 -0.339
H -2.391 -0.674 -0.118
H -5.828 -1.137 -0.026
H -4.220 -1.827 0.240
C 2.312 4.249 1.697
O 1.683 4.225 2.742
N 2.122 3.368 0.660
N 3.310 5.125 1.402
H 2.602 3.374 -0.222
H 1.460 2.610 0.637
H 3.856 5.016 0.571
H 3.657 5.612 2.212
C -2.127 3.581 1.246
O -2.397 2.679 2.044
N -1.198 4.516 1.516
N -2.689 3.721 0.006
H -0.975 4.619 2.494
H -1.032 5.266 0.869
H -2.770 4.565 -0.529
H -3.204 2.915 -0.315
O -0.221 3.878 -2.676
H 0.310 3.078 -2.565
H -1.128 3.584 -2.556
*
```

In the Mulliken picture, each atom carries the following charge in e: number 1, Li, carries 0.807; number 2, Li, carries 0.881; number 3, Li, carries 0.908; number 4, C, carries -0.072; number 5, C, carries 0.242; number 6, C, carries 1.009; number 7, O, carries -0.634; number 8, C, carries -1.513; number 9, C, carries 0.501; number 10, C, carries 0.778; number 11, O, carries -0.888; number 12, O, carries -0.987; number 13, O, carries -0.708; number 14, H, carries 0.392; number 15, H, carries 0.531; number 16, C, carries 0.402; number 17, O, carries -0.672; number 18, N, carries -0.316; number 19, N, carries -0.201; number 20, H, carries 0.198; number 21, H, carries 0.188; number 22, H, carries 0.053; number 23, H, carries 0.137; number 24, C, carries 0.903; number 25, O, carries -0.822; number 26, N, carries -0.392; number 27, N, carries -0.158; number 28, H, carries 0.156; number 29, H, carries 0.243; number 30, H, carries 0.190; number 31, H, carries -0.156; number 32, C, carries 0.469; number 33, O, carries -0.617; number 34, N, carries -0.291; number 35, N, carries -0.211; number 36, H, carries 0.159; number 37, H, carries 0.206; number 38, H, carries 0.175; number 39, H, carries 0.192; number 40, C, carries 0.426; number 41, O, carries -0.659; number 42, N, carries -0.334; number 43, N, carries -0.202; number 44, H, carries 0.342; number 45, H, carries 0.166; number 46, H, carries 0.193; number 47, H, carries 0.055; number 48, C, carries 0.503; number 49, O, carries -0.681; number 50, N, carries 0.201; number 51, N, carries -0.323; number 52, H, carries -0.378; number 53, H, carries 0.233; number 54, H, carries 0.222; number 55, H, carries 0.239; number 56, C, carries 0.663; number 57, O, carries -0.623; number 58, N, carries -0.288; number 59, N, carries -0.489; number 60, H, carries 0.149; number 61, H, carries 0.068; number 62, H, carries 0.163; number 63, H, carries 0.264; number 64, C, carries 0.614; number 65, O, carries -0.711; number 66, N, carries -0.336; number 67, N, carries -0.233; number 68, H, carries 0.198; number 69, H, carries 0.164; number 70, H, carries 0.229; number 71, H, carries 0.114; number 72, O, carries -0.629; number 73, H, carries 0.366; number 74, H, carries 0.233